(1)
22
Properties=species:S:1:pos:R:3:forces:R:3:nbo_charge:R:1 method="wB97M-V/def2-TZVPD" total_charge=0 e_homo_ev=-7.00 e_lumo_ev=-1.9 orbital_gap_ha=0.187
S -1.458 -2.224 0.800 0.1 -0.5 0.3 0.223
H 0.436 -0.900 1.340 0.1 0.1 0.1 0.217
Cl 3.671 -1.382 -0.553 0.1 0.1 0.3 -0.277
C -2.183 -0.655 0.576 1.1 -1.6 -0.5 0.312
Na -1.161 3.312 0.031 -0.2 -0.3 0.6 0.961
O 0.504 1.940 -0.275 -1.4 -0.2 0.7 -1.106
H -3.290 1.647 -1.221 -0.2 -0.1 -0.4 0.192
O 2.201 0.944 1.636 -1.2 -0.4 0.1 -0.975
C 0.340 -1.767 0.693 -0.7 0.7 -0.5 -0.459
H 2.587 1.719 2.048 0.1 0.1 0.0 0.494
H -0.090 -1.126 -1.331 -0.1 0.2 0.0 0.207
N -3.074 1.249 0.807 -0.2 1.5 2.5 -0.344
H 0.894 -2.576 1.149 0.0 -0.3 0.1 0.238
P 2.058 1.174 0.015 2.6 1.2 -0.9 1.028
B 2.050 -0.520 -0.930 -1.1 -0.7 -0.1 -0.287
C -2.987 1.011 -0.413 0.5 -0.9 -2.1 0.258
C 0.752 -1.489 -0.749 0.8 -0.3 0.4 -0.670
H 0.591 2.316 -1.151 0.7 -0.2 -0.5 0.476
H 2.099 -0.195 -2.096 0.0 0.4 0.0 -0.016
O -2.426 -0.186 -0.667 -0.3 0.2 -0.9 -0.404
H 1.025 -2.450 -1.185 -0.1 -0.1 -0.3 0.226
N -2.540 0.157 1.478 -0.5 1.1 1.2 -0.295

=====

(2)
9
Properties=species:S:1:pos:R:3:forces:R:3:nbo_charge:R:1 method="wB97M-V/def2-TZVPD" total_charge=0 e_homo_ev="-8.49 / -8.27" e_lumo_ev="-1.2 / -1.1" orbital_gap_ha="0.268 / 0.263"
S -0.657 -1.659 -0.753 1.1 0.5 0.1 0.427
H -2.778 -0.412 -0.861 0.5 0.1 0.1 0.236
N -0.061 0.310 0.615 1.7 -1.5 -0.7 -0.409
H 0.528 0.876 1.261 -1.1 0.2 -1.0 0.453
N -1.339 0.610 0.225 0.0 -0.8 0.2 -0.224
C 0.559 -0.780 0.112 -0.6 0.1 0.8 -0.186
S 3.010 0.088 -0.398 -1.2 2.2 1.4 0.691
C -1.744 -0.393 -0.501 -1.7 1.2 0.4 -0.206
O 2.483 1.361 0.300 1.2 -2.0 -1.2 -0.783

=====

(3)
10
Properties=species:S:1:pos:R:3:forces:R:3:nbo_charge:R:1 method="wB97M-V/def2-TZVPD" total_charge=0 smiles="CC(=C=O)C=O" e_homo_ev=-9.48 e_lumo_ev=0.4 orbital_gap_ha=0.365
H -0.529 2.082 0.048 0.1 2.1 -0.7 0.106
C 0.346 1.490 -0.190 -1.5 -2.4 2.3 0.437
H 0.112 -1.958 0.580 0.5 0.1 -0.4 0.222
H 1.536 -0.813 0.491 0.0 -0.4 0.6 0.237
C -1.569 -0.048 0.086 1.1 1.1 -0.4 0.767
H 0.953 -1.379 -0.966 -0.5 -0.5 -0.4 0.223
C -0.258 0.112 0.030 1.4 -0.6 -1.0 -0.449
C 0.604 -1.143 0.030 0.3 1.0 0.5 -0.610
O 1.515 1.764 -0.212 -0.4 0.0 -0.7 -0.521
O -2.710 -0.107 0.103 -1.1 -0.3 0.2 -0.413

=====

(4)
48
Properties=species:S:1:pos:R:3:forces:R:3:nbo_charge:R:1 method="wB97M-V/def2-TZVPD" total_charge=0 e_homo_ev=-8.44 e_lumo_ev=-4.1 orbital_gap_ha=0.160
H -31.223 -27.947 -20.260 0.0 -0.3 -0.1 0.215
C -27.302 -31.355 -27.797 -0.4 0.3 0.1 -0.059
H -35.547 -28.937 -29.916 0.2 -0.4 0.0 0.204
H -27.332 -33.799 -19.779 -0.2 -0.1 0.3 0.219
H -25.788 -29.912 -27.717 0.0 0.4 0.1 0.215
H -33.183 -29.593 -30.754 0.2 -0.1 -0.2 0.147
H -33.033 -30.904 -19.574 -0.1 -0.4 -0.5 0.468
F -32.962 -34.478 -24.666 0.4 1.5 0.1 -0.833
H -38.560 -30.222 -23.703 0.3 0.2 0.6 0.161
H -31.673 -27.219 -18.752 0.0 -0.2 0.3 0.220
H -28.483 -33.574 -22.000 -0.1 -0.2 0.1 0.175
C -27.829 -32.809 -21.580 -0.7 -1.6 0.1 -0.066
H -33.231 -29.238 -18.347 0.1 0.3 0.4 0.160
H -28.788 -32.533 -27.601 -0.3 -0.1 0.1 0.469
O -32.639 -30.158 -20.030 0.1 -0.4 -0.1 -0.737
H -26.699 -29.923 -26.194 0.2 -0.7 0.1 0.213
O -28.327 -31.619 -22.085 -0.4 1.4 -0.2 -0.724
F -31.355 -26.844 -25.158 -0.2 -1.4 0.2 -0.833
H -32.450 -28.860 -29.354 -0.3 0.5 0.1 0.184
H -28.908 -32.934 -19.680 0.1 0.0 0.0 0.216
H -27.340 -32.066 -19.601 -0.1 0.1 0.1 0.198
H -27.456 -31.276 -28.873 0.2 0.1 -0.2 0.160
H -37.644 -31.673 -23.967 0.8 0.2 -0.1 0.186
H -34.662 -27.959 -28.731 -0.3 0.4 -0.2 0.215
C -32.320 -29.293 -18.943 -0.5 0.2 0.0 -0.066
H -39.130 -31.516 -25.833 -0.1 -0.2 0.2 0.210
H -27.807 -30.936 -21.656 -0.1 0.5 -0.2 0.463
H -36.853 -28.952 -24.369 0.0 0.0 0.0 0.474
C -27.883 -32.899 -20.048 0.8 -0.2 -0.9 -0.637
H -32.897 -27.496 -19.939 0.0 -0.1 -0.2 0.216
O -33.617 -30.415 -28.938 0.2 -1.5 1.2 -0.735
H -34.498 -27.686 -30.527 -0.1 0.4 0.3 0.209
H -26.872 -33.034 -22.052 0.5 0.1 0.5 0.160
C -37.789 -30.659 -24.338 -1.4 0.5 -1.3 -0.072
Pb -32.013 -30.713 -24.476 -0.1 -0.1 -0.3 1.649
O -28.562 -31.682 -27.217 -0.3 0.0 0.3 -0.740
H -37.673 -30.844 -26.495 0.1 0.0 0.1 0.214
C -34.612 -28.411 -29.722 0.8 0.6 0.1 -0.633
O -36.607 -29.878 -24.432 0.4 -0.3 0.8 -0.735
C -33.378 -29.299 -29.722 -0.6 0.2 -1.2 -0.059
H -26.631 -32.194 -27.613 0.4 0.2 0.1 0.160
H -27.411 -29.176 -27.514 -0.1 -0.2 -0.6 0.221
C -32.004 -27.939 -19.499 0.2 0.8 -0.1 -0.634
C -26.777 -30.030 -27.276 0.0 0.0 0.1 -0.635
H -34.156 -31.049 -29.417 -0.1 0.0 0.0 0.470
C -38.430 -30.687 -25.726 -0.2 -0.9 -0.5 -0.637
H -39.018 -29.816 -26.015 0.3 0.4 0.3 0.202
H -31.542 -29.747 -18.329 0.3 0.2 0.0 0.162

=====

(5)
52
Properties=species:S:1:pos:R:3:forces:R:3:lowdin_spin:R:1 method="wB97M-V/def2-TZVPD" total_charge=0 e_homo_ev="-8.17 / -8.21" e_lumo_ev="0.2 / 0.2" multiplicity=6 orbital_gap_ha="0.307 / 0.308"
H 3.028 -0.712 4.443 -0.5 -0.2 -0.2 0.000
H 2.568 -1.382 1.854 -0.3 0.0 0.3 0.000
H -2.149 -1.406 5.392 0.1 0.3 -0.3 0.000
H 0.195 3.022 -1.053 0.1 0.0 0.1 0.000
C 0.095 -0.164 -0.019 0.4 0.4 0.4 0.000
C 2.174 -1.281 4.070 -0.2 -0.5 -0.4 -0.004
C 0.264 -0.341 -5.175 0.0 0.1 -1.0 0.000
H -1.873 -0.685 -5.088 0.2 -0.2 0.0 0.000
H 2.400 -0.359 -5.508 -0.1 -0.2 0.0 0.000
H -2.636 0.382 1.422 0.1 0.0 0.3 0.000
C 0.228 -2.521 3.993 0.8 -0.3 0.0 -0.002
H 1.699 2.082 -1.073 -0.2 0.0 0.0 0.000
H -0.121 2.647 1.280 0.2 -0.1 0.0 0.000
C 0.674 2.113 -0.685 0.3 -0.3 0.0 0.000
C 0.129 1.023 -5.912 0.0 -0.5 0.6 0.000
H -0.841 1.155 -6.393 0.2 0.1 0.0 0.000
H 0.271 -2.833 1.756 0.1 0.1 0.4 0.000
H -1.177 1.101 -1.174 0.2 0.0 -0.1 0.000
H -1.958 1.298 5.652 0.1 -0.3 -0.4 0.000
C -0.953 -1.227 -5.338 0.1 -0.1 0.1 0.000
H -0.799 -0.774 0.168 0.3 0.2 0.1 0.000
C -0.108 0.866 -1.104 -0.5 0.0 0.0 0.000
H 1.444 -1.411 -6.591 0.1 0.1 0.2 0.000
H -0.633 2.176 -4.176 0.3 -0.1 0.1 0.000
H 0.963 1.233 -6.583 -0.2 0.1 0.0 0.000
Dy -0.020 -0.086 3.270 0.3 0.9 1.8 5.052
H 0.227 0.471 -2.054 -0.2 0.1 0.1 0.000
C -2.253 1.328 3.435 -0.1 -0.7 -0.1 0.002
H -2.580 -1.955 2.773 0.2 0.3 0.1 0.000
C 0.254 1.617 -4.509 0.0 0.0 0.4 0.000
H -0.645 -3.096 4.304 0.3 0.3 -0.2 0.000
H 1.640 2.312 1.296 -0.2 -0.1 -0.1 0.000
H 0.952 -0.825 -0.204 -0.1 0.2 0.1 0.000
N 1.276 2.118 5.869 -0.6 -1.0 -1.2 0.000
C 1.546 -1.046 -5.560 0.0 -0.2 0.1 0.000
H -0.860 -2.120 -4.711 -0.1 0.1 0.0 0.000
H -1.003 -1.551 -6.386 -0.1 0.1 0.2 0.000
H -2.309 2.399 3.232 0.2 -0.4 0.0 0.000
C 0.713 -2.393 2.652 0.6 -0.2 0.5 -0.007
C 1.122 -1.829 4.865 0.0 -0.5 -0.7 0.000
C -2.387 -0.971 3.200 -0.4 0.6 0.0 -0.012
C 0.843 1.431 5.022 0.7 1.0 0.8 -0.018
C 0.683 2.047 0.834 -0.4 -0.4 0.4 0.001
O 0.340 0.294 -3.864 0.0 0.6 -1.5 0.000
C -2.086 0.742 4.724 -0.5 -0.3 -0.4 -0.002
C -2.171 -0.674 4.584 -0.5 0.5 -0.3 -0.005
H 1.029 -1.775 5.951 0.0 0.2 -0.5 0.000
O 0.395 0.629 1.183 0.3 0.8 -1.3 -0.001
H 1.176 2.194 -4.342 -0.3 -0.1 0.1 0.000
H 1.727 -1.907 -4.910 0.1 0.1 0.0 0.000
C -2.421 0.267 2.484 -0.7 0.1 0.7 -0.001
C 1.927 -1.626 2.703 0.0 -0.5 0.7 -0.004